{
  "formula": "C60H51BrN3O24PS",
  "method": "wB97M-V/def2-TZVPD",
  "elements": ["N", "C", "N", "N", "C", "C", "P", "O", "O", "O", "O", "S", "O", "O", "C", "C", "C", "Br", "H", "H", "H", "H", "H", "H", "H", "H", "H", "H", "H", "H", "H", "H", "H", "O", "C", "C", "C", "C", "O", "C", "C", "H", "H", "H", "H", "O", "C", "C", "C", "C", "O", "C", "C", "H", "H", "H", "H", "O", "C", "C", "C", "C", "O", "C", "C", "H", "H", "H", "H", "O", "C", "C", "C", "C", "O", "C", "C", "H", "H", "H", "H", "O", "C", "C", "C", "C", "O", "C", "C", "H", "H", "H", "H", "O", "C", "C", "C", "C", "O", "C", "C", "H", "H", "H", "H", "O", "C", "C", "C", "C", "O", "C", "C", "H", "H", "H", "H", "O", "C", "C", "C", "C", "O", "C", "C", "H", "H", "H", "H", "O", "C", "C", "C", "C", "O", "C", "C", "H", "H", "H", "H"],
  "xyz": [[0.3307, 6.5038, -5.4484], [0.9650, 5.4514, -6.2417], [1.3223, 5.9022, -7.5820], [2.2104, 5.1283, -5.5510], [0.0541, 4.1871, -6.2999], [-1.4574, 4.4209, -6.5906], [-1.9253, 2.9193, -7.5762], [-1.4511, 2.9953, -8.9670], [-3.5111, 2.7963, -7.3480], [-1.2830, 1.7331, -6.7127], [-1.5247, 5.5961, -7.4283], [-2.8649, 6.1946, -8.0532], [-2.5875, 7.6026, -8.0923], [-3.2237, 5.4424, -9.2126], [-4.0622, 5.8514, -6.7924], [-3.5385, 5.5164, -5.3923], [-2.2011, 4.7578, -5.2776], [-2.4361, 3.1445, -4.2132], [-0.1196, 7.1988, -6.0304], [1.0698, 6.9627, -4.9292], [0.7384, 6.6764, -7.8663], [1.1655, 5.1815, -8.2769], [2.0375, 4.6363, -4.6809], [2.7932, 4.5411, -6.1333], [0.1093, 3.6546, -5.3476], [0.4884, 3.5317, -7.0629], [-3.8459, 1.9298, -7.6132], [-1.8051, 0.9264, -6.6682], [-4.6140, 6.7972, -6.7569], [-4.7230, 5.0874, -7.2055], [-3.4442, 6.4488, -4.8277], [-4.3134, 4.9324, -4.8884], [-1.5126, 5.3544, -4.6808], [-1.9562, 1.9141, 1.2018], [-0.9226, 2.1391, 0.5990], [-0.8642, 2.0230, -0.8766], [0.2707, 2.2269, -1.5372], [1.5149, 2.6191, -0.8279], [2.5449, 2.8269, -1.4327], [1.4462, 2.7637, 0.6490], [0.3170, 2.5295, 1.3135], [-1.7898, 1.7614, -1.3736], [0.3391, 2.1330, -2.6139], [2.3544, 3.0700, 1.1496], [0.2516, 2.6172, 2.3903], [7.6628, -0.1225, 3.5878], [6.5140, 0.2557, 3.5280], [5.3825, -0.6432, 3.8641], [4.1223, -0.2231, 3.7919], [3.7974, 1.1712, 3.3768], [2.6506, 1.5781, 3.3536], [4.9285, 2.0692, 3.0373], [6.1861, 1.6430, 3.1049], [5.6483, -1.6513, 4.1575], [3.2721, -0.8625, 3.9877], [4.6743, 3.0809, 2.7462], [7.0313, 2.2754, 2.8652], [0.8518, -3.5082, -1.9093], [1.0281, -3.1752, -0.7582], [2.1784, -3.6895, 0.0293], [2.3704, -3.3111, 1.2897], [1.4372, -2.3707, 1.9609], [1.6230, -2.0207, 3.1088], [0.2872, -1.8577, 1.1818], [0.1062, -2.2286, -0.0822], [2.8408, -4.3730, -0.4865], [3.2050, -3.6611, 1.8848], [-0.3697, -1.1649, 1.6920], [-0.7083, -1.8584, -0.6855], [1.0091, -7.7484, 3.3749], [1.5507, -7.0283, 4.1853], [1.4559, -5.5482, 4.0758], [2.0586, -4.7475, 4.9500], [2.8544, -5.3069, 6.0708], [3.4233, -4.5753, 6.8576], [2.9451, -6.7824, 6.1876], [2.3402, -7.5835, 5.3143], [0.8735, -5.1699, 3.2442], [2.0077, -3.6680, 4.8814], [3.5343, -7.1683, 7.0096], [2.4052, -8.6612, 5.3797], [-5.2878, 0.5584, -5.5796], [-6.3254, 1.1801, -5.4537], [-7.5473, 0.5436, -4.8959], [-8.6977, 1.2070, -4.8154], [-8.8005, 2.6240, -5.2449], [-9.8446, 3.2334, -5.1705], [-7.5714, 3.2713, -5.7723], [-6.4256, 2.6045, -5.8756], [-7.4497, -0.4860, -4.5768], [-9.6028, 0.7543, -4.4318], [-7.6779, 4.3043, -6.0805], [-5.5266, 3.0551, -6.2761], [9.1514, -10.7316, 3.6620], [8.1099, -10.4789, 4.2272], [7.6285, -11.3172, 5.3575], [6.4883, -11.0409, 5.9830], [5.6523, -9.8826, 5.5783], [4.6110, -9.6358, 6.1532], [6.1309, -9.0464, 4.4515], [7.2699, -9.3235, 3.8250], [8.2595, -12.1536, 5.6301], [6.1119, -11.6339, 6.8070], [5.5099, -8.2004, 4.1894], [7.6487, -8.7235, 3.0079], [-3.0929, 4.5587, -1.1454], [-3.9064, 5.0017, -0.3598], [-4.1177, 4.3729, 0.9665], [-5.0219, 4.8549, 1.8161], [-5.8533, 6.0348, 1.4704], [-6.6862, 6.4704, 2.2355], [-5.6354, 6.6663, 0.1408], [-4.7312, 6.1870, -0.7078], [-3.4946, 3.5104, 1.1799], [-5.2022, 4.4082, 2.7846], [-6.2547, 7.5256, -0.0836], [-4.5517, 6.6252, -1.6817], [-8.4146, -0.1733, -1.6843], [-7.9242, 0.3068, -0.6852], [-6.6921, -0.2493, -0.0714], [-6.2028, 0.2606, 1.0550], [-6.8535, 1.4049, 1.7401], [-6.4098, 1.8473, 2.7766], [-8.0705, 1.9771, 1.1119], [-8.5672, 1.4656, -0.0104], [-6.2413, -1.0926, -0.5801], [-5.3216, -0.1289, 1.5429], [-8.5266, 2.8124, 1.6293], [-9.4630, 1.8497, -0.4821], [7.0154, -6.3442, 5.8197], [7.3136, -5.9963, 6.9451], [8.5141, -6.5467, 7.6228], [8.8326, -6.1750, 8.8590], [8.0014, -5.1947, 9.6092], [8.2964, -4.8611, 10.7355], [6.8039, -4.6457, 8.9240], [6.4865, -5.0149, 7.6861], [9.1008, -7.2578, 7.0542], [9.7000, -6.5581, 9.3816], [6.2138, -3.9361, 9.4899], [5.6173, -4.6379, 7.1643]],
  "forces_ev_per_a": [[0.22, -0.02, 0.14], [-0.17, -0.05, -0.04], [0.00, 0.06, -0.06], [-0.06, -0.09, 0.08], [-0.01, 0.20, -0.07], [0.26, -0.15, 0.02], [0.19, 0.30, -0.71], [-0.25, -0.18, 0.89], [0.28, -0.12, -0.07], [0.02, 0.14, -0.29], [0.18, 0.02, 0.10], [0.27, -0.09, 0.12], [-0.19, -0.49, -0.23], [0.03, 0.48, 0.11], [-0.49, 0.29, -0.04], [0.02, 0.03, 0.08], [-0.03, -0.02, -0.08], [-0.15, -0.11, 0.33], [-0.11, -0.07, -0.05], [0.01, 0.10, -0.08], [0.03, 0.05, 0.04], [0.03, -0.06, 0.05], [-0.03, -0.04, -0.01], [0.04, 0.08, -0.05], [-0.02, 0.04, -0.09], [-0.05, 0.01, 0.12], [-0.27, 0.00, -0.04], [-0.06, -0.08, 0.11], [-0.10, -0.24, 0.06], [0.24, -0.01, 0.06], [0.10, -0.14, -0.07], [0.05, 0.14, -0.09], [0.00, -0.08, -0.21], [0.13, -0.04, -0.01], [-0.07, -0.02, 0.05], [-0.01, -0.05, -0.04], [0.02, -0.02, -0.04], [-0.03, 0.07, 0.04], [0.02, -0.02, -0.03], [-0.10, -0.01, -0.03], [0.02, 0.04, -0.02], [-0.01, 0.03, 0.02], [0.01, 0.03, 0.00], [0.02, -0.06, 0.00], [0.00, -0.03, 0.00], [0.02, -0.02, 0.01], [-0.01, 0.03, -0.02], [-0.02, 0.02, -0.02], [-0.13, 0.14, -0.20], [-0.10, 0.09, 0.28], [0.22, -0.16, -0.08], [0.04, -0.04, -0.04], [0.03, 0.02, 0.00], [0.00, 0.00, 0.02], [0.04, 0.02, 0.11], [-0.03, -0.02, -0.01], [0.01, 0.00, 0.01], [0.01, 0.01, 0.07], [0.03, -0.03, -0.05], [0.02, -0.01, -0.01], [-0.03, 0.00, -0.01], [0.10, 0.02, -0.05], [-0.09, -0.09, 0.07], [0.03, 0.00, -0.05], [-0.01, 0.05, 0.02], [0.00, 0.00, 0.00], [-0.01, 0.00, 0.01], [-0.01, 0.01, 0.03], [-0.12, 0.03, -0.07], [0.00, -0.01, -0.01], [0.00, 0.03, 0.02], [0.01, 0.01, 0.00], [0.00, 0.00, 0.00], [0.05, -0.01, 0.03], [-0.09, -0.01, -0.06], [0.00, 0.00, 0.00], [-0.05, 0.06, -0.03], [-0.02, -0.02, 0.00], [0.00, 0.00, 0.01], [0.02, 0.00, -0.01], [0.02, 0.01, -0.01], [-0.05, 0.08, -0.08], [-0.04, 0.04, -0.02], [0.09, 0.00, -0.02], [0.04, -0.01, 0.01], [-0.01, -0.03, 0.01], [-0.01, 0.01, 0.02], [-0.01, 0.00, -0.04], [-0.03, -0.04, 0.05], [0.02, 0.01, 0.01], [0.01, 0.02, 0.04], [-0.01, 0.00, 0.01], [0.04, -0.05, 0.06], [-0.01, 0.01, 0.00], [-0.01, -0.02, 0.02], [0.00, 0.01, -0.01], [0.02, 0.01, 0.00], [-0.02, -0.04, 0.01], [0.04, 0.00, 0.02], [-0.01, 0.00, 0.01], [0.01, -0.01, -0.01], [0.00, 0.00, -0.01], [-0.01, 0.01, 0.00], [0.00, 0.02, 0.01], [0.00, 0.00, 0.00], [0.04, 0.03, 0.04], [-0.02, -0.01, -0.05], [0.04, -0.01, -0.05], [0.01, -0.04, 0.00], [-0.02, 0.02, -0.02], [0.00, -0.02, 0.00], [0.00, -0.01, 0.01], [-0.01, 0.00, 0.03], [-0.11, 0.06, 0.04], [-0.03, -0.01, 0.04], [0.00, 0.00, 0.01], [0.02, -0.01, 0.00], [0.09, -0.06, -0.14], [-0.13, 0.06, 0.14], [-0.04, 0.02, -0.03], [0.01, -0.03, 0.00], [-0.05, 0.02, -0.04], [0.03, 0.05, 0.02], [-0.02, 0.03, 0.03], [0.04, 0.01, -0.01], [-0.01, 0.02, 0.00], [0.11, -0.04, 0.01], [0.01, 0.00, 0.00], [0.01, 0.00, -0.02], [-0.01, -0.02, -0.02], [0.01, -0.01, -0.01], [-0.01, 0.00, 0.00], [-0.01, 0.00, 0.00], [0.00, -0.02, -0.03], [0.00, 0.01, 0.01], [0.01, -0.01, 0.01], [0.06, 0.00, -0.02], [0.00, 0.01, -0.01], [0.00, 0.01, 0.01], [0.01, 0.00, 0.00], [0.00, 0.01, 0.07]],
  "lowdin_charge": [0.098, -0.652, 0.102, 0.080, -0.100, -0.472, 0.482, -0.230, -0.147, -0.153, -0.234, 0.629, -0.262, -0.246, -0.209, -0.206, -0.585, 0.842, 0.079, 0.082, 0.071, 0.079, 0.074, 0.079, 0.093, 0.113, 0.092, 0.092, 0.112, 0.088, 0.122, 0.082, 0.076, 0.071, -0.379, 0.001, 0.016, -0.378, 0.106, 0.023, 0.026, 0.103, 0.106, 0.108, 0.121, 0.110, -0.386, 0.027, 0.027, -0.364, 0.091, 0.019, 0.025, 0.122, 0.093, 0.120, 0.123, 0.118, -0.381, 0.031, 0.016, -0.375, 0.071, 0.030, 0.027, 0.126, 0.123, 0.123, 0.121, 0.110, -0.379, 0.021, 0.025, -0.366, 0.083, 0.024, 0.020, 0.115, 0.104, 0.120, 0.112, 0.086, -0.370, 0.019, 0.022, -0.383, 0.112, 0.029, 0.020, 0.122, 0.125, 0.122, 0.081, 0.109, -0.385, 0.023, 0.021, -0.371, 0.090, 0.011, 0.025, 0.122, 0.121, 0.117, 0.125, 0.066, -0.373, 0.033, 0.025, -0.384, 0.108, 0.023, 0.020, 0.095, 0.119, 0.122, 0.116, 0.094, -0.381, 0.024, 0.026, -0.386, 0.104, 0.024, 0.023, 0.122, 0.122, 0.125, 0.123, 0.090, -0.374, 0.020, 0.023, -0.384, 0.109, 0.032, 0.024, 0.120, 0.122, 0.125, 0.091],
  "e_homo_ha": -0.3420,
  "charge": 0,
  "e_tot_ev": -206816.137,
  "largest_force_ev_per_a": 0.9,
  "molar_mass_g_mol": 1341.01,
  "smiles": "NC(N)(N)C[C@]1(P(=O)(O)O)OS(=O)(=O)CC[C@H]1Br.O=C1C=CC(=O)C=C1.O=C1C=CC(=O)C=C1.O=C1C=CC(=O)C=C1.O=C1C=CC(=O)C=C1.O=C1C=CC(=O)C=C1.O=C1C=CC(=O)C=C1.O=C1C=CC(=O)C=C1.O=C1C=CC(=O)C=C1.O=C1C=CC(=O)C=C1",
  "gap_ev": 7.25
}